The following is a quantum chemistry calculation of one molecule with the formula C6H11NO4S, from the Open Molecules 2025 dataset.

Values from the calculation:
Spin multiplicity = 1
E_tot = -26911.295 eV
Total charge = 0
Molecular weight = 193.22 g/mol
HOMO (alpha / beta) = -9.283 / -10.636 eV
Relative energy (zero: lowest compared OMol25 entry of this formula, charge and spin) = 483.28 kJ/mol

The geometry in XYZ format:
```
23
C6H11NO4S (ωB97M-V/def2-TZVPD)
C -0.33 -2.31 -0.44
C 0.44 -0.07 -0.43
C 1.79 0.49 -0.58
C -0.63 0.86 -1.02
C 2.21 1.73 0.18
C -2.38 -2.69 0.76
N 0.43 -1.36 -0.96
O -0.06 -3.50 -0.60
O 3.11 -0.79 1.55
O 3.90 -1.34 -0.69
O -1.44 -1.82 0.22
S 2.77 -1.20 0.18
H 0.35 0.00 0.71
H 2.14 0.30 -1.54
H -0.30 1.79 -0.40
H -1.59 0.45 -0.85
H -0.54 0.91 -2.07
H 3.17 1.55 0.66
H 1.51 1.92 1.01
H 2.39 2.67 -0.34
H -2.88 -3.17 -0.11
H -3.13 -2.17 1.35
H -1.78 -3.37 1.48
```